{"formula": "C29H52BCl2IrN6O3S4Si", "method": "wB97M-V/def2-TZVPD", "largest_force_ha_per_bohr": 0.01209, "homo_lumo_gap_ev": 7.611, "energy_ev": -125785.940, "lumo_energy_ev": 0.459, "symbols": ["H", "H", "H", "C", "O", "H", "C", "O", "H", "C", "H", "Cl", "H", "O", "H", "H", "S", "C", "H", "C", "H", "H", "H", "N", "H", "H", "H", "C", "H", "C", "C", "H", "H", "H", "B", "H", "S", "C", "C", "H", "H", "N", "C", "N", "C", "Si", "H", "C", "C", "C", "S", "C", "H", "H", "H", "H", "H", "C", "H", "H", "H", "C", "H", "C", "Ir", "C", "H", "H", "C", "Cl", "H", "H", "C", "H", "H", "H", "H", "C", "H", "C", "H", "N", "S", "H", "H", "C", "C", "C", "H", "H", "N", "H", "H", "C", "H", "H", "N", "C", "H"], "coordinates": [[1.44360, -4.08988, 1.22528], [-3.78238, 4.05597, -0.45050], [-1.21476, -2.37306, -4.79655], [2.13703, -3.89081, 0.41062], [-0.32349, 0.11267, -2.41665], [-2.86390, -0.16054, 0.40664], [2.63684, -0.90699, 1.24542], [-0.72866, -2.14564, -0.50517], [-3.42119, 0.66554, 2.32392], [-3.31126, 0.31941, 3.35022], [-2.57188, 1.56217, -3.46153], [-1.30596, -3.78542, 2.12421], [4.68491, -3.92160, -0.68377], [-1.39905, -3.98906, -1.54437], [-1.47993, -2.45995, -3.02706], [-2.60879, -0.50575, -1.27043], [-0.05020, 2.22790, -0.13998], [1.22408, -1.96487, -3.24234], [-4.42294, 2.35515, 4.52547], [-0.32188, 1.06602, 2.86852], [1.16392, 3.13531, -4.15801], [0.86218, -2.57884, -2.42171], [-5.65749, 2.05385, -1.71831], [3.16166, -2.06365, 1.72792], [-1.57488, 2.74528, -2.62494], [-3.41047, 3.09941, 3.28077], [-3.22253, 3.17190, -3.11921], [0.66706, 2.86273, 3.70282], [3.49397, 5.35138, -2.30135], [-2.35220, 0.22745, -0.48171], [4.06868, -4.34519, 1.89253], [2.35005, -4.83219, -0.09950], [3.85936, -2.65911, 3.68813], [-4.11811, 2.97017, 0.89014], [2.23018, 1.48175, 2.29057], [4.49611, 3.73548, -1.09693], [0.01575, -0.70926, -3.63952], [-2.56448, 1.33119, 4.20769], [0.82890, 4.84360, -2.00146], [4.02146, -2.28993, -0.86988], [-1.87678, 1.47626, 6.27397], [2.61645, -0.01447, 2.25334], [-3.39184, 3.19744, 0.10467], [-1.20156, 1.70007, 3.69199], [1.93271, 3.82198, -2.27494], [-3.25891, 1.73878, -1.08185], [-2.25870, -1.15928, -4.00918], [3.75234, 2.62114, 0.63721], [-1.38472, -1.79652, -3.88667], [-1.39146, -3.21577, -0.58521], [2.09798, -0.61577, -0.35566], [1.66037, 2.54673, -0.06595], [1.16524, 5.58223, -1.27097], [3.17296, -0.09940, 4.32472], [1.46338, 3.56626, 3.86460], [5.35703, -2.58299, 0.25993], [-0.07554, 4.36895, -1.63139], [-0.57409, 2.82063, 4.21225], [3.00265, 1.99134, 3.06817], [-3.03885, 3.32614, 4.99659], [0.62454, 2.16237, -2.77910], [-3.39960, 2.61375, 4.25549], [1.65193, -3.21114, -0.28561], [3.43877, -1.88830, 3.07397], [-0.33248, -0.05132, -0.25511], [1.46504, 2.70459, -3.20125], [-2.83484, -0.65474, 3.33018], [4.27898, -5.23980, 1.30800], [4.43748, -2.99872, -0.15722], [-3.70844, -2.73636, 0.85055], [3.91532, 3.86666, -3.19052], [3.39032, -4.62890, 2.69825], [3.09972, -0.62605, 3.39026], [-3.34461, 0.51818, 6.04281], [5.01135, -3.99555, 2.31636], [4.57765, 2.44100, 1.30208], [-5.49329, 0.83106, -0.45403], [3.44002, -3.31516, 0.95622], [1.34955, -2.55112, -4.15405], [-2.59183, 2.36972, -2.72544], [-5.11654, 0.42108, -2.12650], [0.83005, 1.76457, 2.89101], [-0.52688, -0.43404, 2.02351], [-2.57275, -4.71487, 0.39151], [-1.05754, 3.48351, 4.90243], [-2.37204, 0.76226, 5.61406], [3.10512, 4.54888, -2.93044], [3.71018, 3.25811, -0.54690], [0.59235, 5.36405, -2.93044], [-4.30550, 0.21028, 3.78881], [2.39819, 3.22501, -0.98330], [2.74254, 4.99657, -3.85460], [-1.77491, -0.15008, 5.57529], [-5.04769, 1.21273, -1.37656], [2.28061, 1.99974, -3.37973], [2.15810, -1.46785, -2.98749], [2.47962, 2.20074, 0.94106], [-2.24458, -3.70821, 0.61357], [-2.45348, 3.49432, 0.57233]]}